1.
13 unconnected molecules or ions with the total composition H26O13 in a non-equilibrium geometry. Source: the OMol25 dataset; level of theory: the ωB97M-V functional and the def2-TZVPD basis.

Geometry (Å):
H -0.255760 0.657910 -0.964526
H -1.295421 0.420831 0.175093
H -2.593020 -1.652503 3.821993
H -1.702125 -0.697145 3.029117
H 0.860284 -1.264796 3.454485
H 0.646714 0.174286 3.064257
H -0.670824 -1.832142 -3.782667
H -1.613809 -1.801599 -2.535571
H -3.539941 0.787567 1.743883
H -4.263926 -0.388219 2.353333
H 0.015287 4.020718 2.404272
H -0.608098 2.954416 3.433844
H -2.792866 1.118569 -4.305564
H -3.018366 0.137911 -3.008921
H 3.124750 1.557527 -4.723031
H 2.670910 0.276004 -4.273343
H 3.112219 -2.466268 -0.713271
H 2.724584 -1.406281 -1.914009
H -2.532460 0.911262 4.058647
H -1.615011 0.227408 5.040260
H 1.810526 -3.595960 -2.450126
H 0.776585 -2.499707 -3.033786
H 2.631961 -1.109899 1.232767
H 3.111449 0.270731 1.747117
H 2.593900 2.610462 -1.319701
H 3.377838 3.703393 -0.640354
O -1.186562 0.310290 -0.755541
O -2.366468 -1.410709 2.970878
O 1.042260 -0.610686 2.747476
O -1.400452 -1.380752 -3.328291
O -3.844798 -0.087500 1.494378
O 0.090590 3.078814 2.795939
O -2.530709 0.241083 -3.838739
O 2.356497 0.977606 -4.792153
O 2.589918 -2.335715 -1.491276
O -2.415785 0.102467 4.529624
O 1.723976 -2.891509 -3.105914
O 2.315917 -0.140631 1.329155
O 2.670236 3.032766 -0.449734

Cartesian forces (eV/Å) of the 2 atoms listed first:
H -2.151 -0.832 0.579
H 0.021 0.018 1.042

Results
multiplicity	1
HOMO level	-0.3345	hartree
Kohn-Sham gap	8.7	eV
total energy	-993.39724	Eh
LUMO	-0.41	eV

=====

2.
A single C20H13NO2S molecule in a non-equilibrium geometry. Source: the OMol25 dataset; level of theory: the ωB97M-V functional and the def2-TZVPD basis.

Geometry (Å):
O 0.309929 1.575734 2.577142
N 0.593011 -0.377006 -1.366373
O -1.051799 1.582588 -2.010307
S 2.434462 -1.888538 1.061076
C -0.358540 1.802133 1.553901
C 1.942671 -2.799878 2.483983
C 0.653490 -2.545646 2.812777
C 0.027771 -1.505705 1.981979
C 0.866414 -1.073068 0.992306
C -0.214197 1.167495 0.219597
C -0.967078 1.896882 -0.670186
C 0.475319 -0.094528 -0.078780
C 1.999269 -4.115684 -2.658469
C 0.644744 -3.956602 -2.274018
C 2.849647 -2.993954 -2.622575
C -2.688223 4.852611 1.738738
C -2.984797 4.916814 0.361323
C 0.153756 -2.679276 -1.916953
C 2.356123 -1.723180 -2.237190
C -1.778897 3.877413 2.243531
C -2.422245 3.941943 -0.492057
C 1.015406 -1.613914 -1.855514
C -1.267249 2.913038 1.392018
C -1.600845 2.979807 0.031019
H -0.451663 0.801779 -2.183260
H 2.613841 -3.483998 2.990333
H 0.214183 -3.005374 3.722758
H -0.987895 -1.116762 2.137832
H 2.460584 -5.026996 -3.016589
H -0.014737 -4.811562 -2.305842
H 3.892296 -3.068649 -2.899047
H -3.081751 5.582832 2.440616
H -3.639217 5.676622 -0.072266
H -0.880567 -2.557893 -1.613294
H 2.984616 -0.867942 -2.191464
H -1.462501 3.812100 3.286919
H -2.635333 3.926364 -1.563664

Cartesian forces (eV/Å) of the 2 atoms listed first:
O -1.463 0.155 -1.753
N -0.902 1.298 1.686

Results
multiplicity	1
HOMO level	-0.3141	hartree
Kohn-Sham gap	7.7	eV
SMILES	O=C1C(/C(=N/c2ccccc2)c2cccs2)=C(O)c2ccccc21
total energy	-1373.33175	Eh
LUMO	-0.89	eV